A structure of composition C25H49AlNO7P in a non-equilibrium geometry, computed with ωB97M-V/def2-TZVPD.

XYZ file:
```
84
Properties=species:S:1:pos:R:3:forces:R:3:mulliken_charge:R:1
C -0.633 1.776 2.041 -0.299 -0.038 -0.439 -0.6466
C -0.471 0.184 1.819 2.662 -0.958 1.125 0.5664
O 0.630 -0.307 2.198 -4.316 1.439 -1.346 -0.5528
O -1.506 -0.606 1.220 2.303 2.337 0.664 -0.3820
C -1.137 -0.797 -0.210 0.970 0.072 -0.967 -0.3194
C -2.002 0.118 -1.197 -0.999 -0.868 0.025 -0.6487
C -2.478 -0.664 -2.549 0.451 0.688 0.617 0.0639
C -3.845 0.033 -3.008 0.095 -0.096 -0.014 -0.6024
C -4.511 -0.590 -4.325 0.532 -0.865 -0.054 -0.9780
C -3.414 -1.108 -5.414 -1.021 1.423 0.413 -0.1698
C -2.447 0.093 -5.849 -0.112 0.279 -1.071 -0.5060
C -1.205 -0.331 -6.776 0.734 0.713 0.591 -0.8034
Al -0.339 -2.137 -6.211 -2.034 0.487 -0.644 0.1949
C -1.357 -3.585 -7.246 -1.326 -0.223 0.254 -0.4679
O -0.573 -4.759 -7.654 1.309 -0.990 2.409 -0.4878
C 0.177 -5.285 -6.545 1.785 -0.846 1.180 0.2567
C 1.698 -5.485 -6.806 -1.614 -0.849 3.360 -0.0122
C 2.585 -6.012 -5.658 -3.815 0.707 -0.165 -0.3424
C 1.933 -6.329 -4.297 -1.331 0.603 -1.535 -0.3222
C 0.422 -6.182 -4.018 1.072 1.264 -4.255 -0.4814
C -0.470 -5.643 -5.169 3.520 -0.302 -0.885 -0.2160
P 1.933 -1.955 -6.713 2.142 -0.474 1.876 0.7284
O 2.727 -2.582 -5.543 -0.933 1.205 -2.398 -0.6756
O 2.404 -2.576 -8.233 0.903 1.526 1.844 -0.5222
O 2.316 -0.255 -6.668 -0.079 -1.508 -0.110 -0.5379
H -1.150 2.006 3.045 0.416 -0.517 -1.679 0.1046
H -1.185 2.268 1.156 0.604 -0.854 1.589 0.3062
H 0.403 2.265 2.105 -1.375 -1.087 -0.196 0.2485
H -0.010 -0.544 -0.256 -1.792 -0.668 -0.356 0.2981
H -1.271 -1.913 -0.418 0.093 1.665 0.240 0.3131
H -2.975 0.381 -0.627 1.605 -0.261 -0.764 0.2674
H -1.484 1.082 -1.525 -0.559 -1.291 0.708 0.2887
H -1.621 -0.562 -3.307 -1.538 -0.310 0.947 -0.1277
H -2.609 -1.782 -2.338 0.057 1.555 -0.262 0.2575
H -3.651 1.166 -3.097 -0.285 -1.679 -0.062 0.2854
H -4.592 -0.095 -2.148 0.980 0.246 -1.080 0.4094
H -5.074 -1.540 -3.996 0.600 1.462 -0.462 0.3065
H -5.267 0.126 -4.800 1.096 -0.894 0.709 0.3370
H -4.018 -1.399 -6.353 1.118 0.009 1.442 0.3308
H -2.897 -1.996 -4.923 -0.402 1.136 -1.016 -0.0290
H -2.038 0.707 -4.964 -0.762 -1.114 -1.183 0.1865
H -3.099 0.817 -6.477 0.771 -0.913 1.211 0.2942
H -1.411 -0.299 -7.903 -0.033 0.003 1.525 0.3575
H -0.373 0.453 -6.589 -1.259 -1.008 -0.466 0.2498
H -0.609 -2.390 -4.641 0.394 0.123 0.085 -0.2712
H -1.898 -3.211 -8.186 0.828 -0.644 1.193 0.3491
H -2.181 -3.981 -6.529 0.881 0.711 -1.153 0.1499
H 2.116 -5.206 -7.836 -0.744 -0.447 1.843 0.2714
H 3.708 -6.117 -5.885 -2.011 0.113 0.777 0.2641
H 2.606 -6.696 -3.439 -1.164 0.636 -1.535 0.2468
H -0.094 -6.437 -3.036 1.126 0.357 -1.443 0.3033
H -1.592 -5.481 -5.076 1.775 -0.296 0.079 0.2539
H 3.396 -2.556 -8.214 -0.976 -0.136 -0.152 0.3186
H 2.495 -0.036 -5.727 -0.037 -0.517 -0.845 0.3088
C 3.573 1.862 6.964 -0.103 -0.260 0.064 -1.3117
C 2.590 2.803 6.289 0.045 0.012 -0.106 -0.4421
N 1.113 2.460 6.533 -0.195 -0.484 -0.111 0.1245
C 0.862 1.048 5.992 0.009 0.485 0.288 -1.1901
C 0.217 3.370 5.684 0.294 0.061 0.082 -0.1213
C 0.242 4.849 6.021 -0.413 0.281 0.172 -1.3771
C 0.713 2.427 8.026 0.516 0.219 -0.301 -0.7814
C 1.033 3.661 8.872 0.212 0.028 0.046 -0.4036
O 2.425 3.927 8.898 -0.485 -0.097 -0.073 -0.2719
C 2.744 5.278 9.215 0.327 0.018 -0.084 -0.7916
H 3.529 0.856 6.541 0.042 0.102 -0.029 0.3687
H 4.589 2.228 6.800 -0.167 0.065 -0.020 0.4084
H 3.425 1.789 8.041 0.023 0.145 -0.066 0.2927
H 2.740 2.766 5.206 -0.277 -0.089 0.070 0.5856
H 2.759 3.832 6.598 -0.167 -0.179 0.137 0.3239
H 1.192 1.010 4.953 -0.056 -0.033 0.091 0.5445
H -0.208 0.842 6.061 0.182 0.059 -0.036 0.4304
H 1.409 0.327 6.599 -0.044 0.141 -0.120 0.4124
H -0.804 2.989 5.772 0.194 -0.101 0.020 0.4416
H 0.543 3.233 4.649 0.039 -0.220 0.187 0.2333
H -0.450 5.077 6.835 0.195 0.021 -0.051 0.3604
H -0.125 5.419 5.163 0.119 -0.199 0.011 0.4254
H 1.229 5.235 6.268 0.011 -0.036 -0.026 0.2592
H 1.225 1.562 8.455 -0.062 0.104 -0.153 0.4653
H -0.362 2.231 8.047 0.090 0.054 -0.032 0.3954
H 0.715 3.460 9.901 -0.275 -0.229 -0.112 0.3982
H 0.471 4.532 8.538 0.060 -0.007 -0.064 0.2922
H 1.888 5.838 9.599 0.015 -0.109 0.015 0.3689
H 3.118 5.765 8.311 -0.040 0.145 0.059 0.2668
H 3.539 5.281 9.962 -0.095 -0.002 -0.030 0.2785
```
Positions in Å, forces in eV/Å.

Results
Total charge   0
ΔE to the lowest compared entry with this formula, charge and spin   158.3 kcal/mol
E_LUMO   -1.2 eV
Spin multiplicity   1
HOMO-LUMO gap   4.8 eV

***

A cluster of 7 separate species, C25H49BFN2O11 in total, computed with ωB97M-V/def2-TZVPD.

XYZ file:
```
89
Properties=species:S:1:pos:R:3:forces:R:3:mulliken_charge:R:1
C 3.290 -2.810 3.406 -0.197 0.214 -0.209 -1.0618
C 2.931 -1.311 3.355 0.160 -0.266 -0.042 -0.4755
C 1.439 -1.061 3.285 0.330 -0.043 0.202 -0.2331
O 0.901 -1.719 2.126 0.008 0.102 -0.238 -0.1402
C -0.050 -0.998 1.432 -0.101 -0.466 0.582 -2.0070
N 0.603 0.012 0.547 0.019 0.178 -0.201 1.1620
C 0.532 1.329 0.854 0.159 0.084 0.007 0.3166
O -0.186 1.663 1.928 -0.060 -0.220 -0.052 -0.4765
C -1.423 2.372 1.616 -0.326 0.130 0.029 -1.7060
C -2.432 1.536 0.840 -0.209 0.321 -0.004 2.3931
C -3.351 2.536 0.113 0.436 0.045 0.049 -1.9182
C -3.230 0.644 1.789 -0.348 0.006 0.014 -1.4916
C -4.140 -0.448 1.159 0.338 -0.017 0.001 0.9058
C -3.845 -0.746 -0.309 0.642 -0.012 0.040 -1.2040
C -3.981 -1.761 1.925 -0.454 0.014 -0.222 -1.5522
C 1.188 2.288 0.092 0.247 -0.047 -0.269 -0.1799
B 1.161 3.831 0.516 -0.007 0.082 0.138 1.4813
C 1.428 4.314 1.986 -0.125 -0.008 -0.426 -0.9404
O 0.930 4.676 -0.509 -0.169 -0.226 0.133 -0.8619
C 1.863 1.834 -1.042 -0.115 -0.042 0.265 0.0044
C 2.508 2.833 -1.974 -0.489 0.259 -0.548 -0.4864
O 1.959 3.171 -2.981 0.471 -0.237 0.381 -0.5208
O 3.734 3.277 -1.633 -0.326 0.071 0.082 -0.6071
C 1.912 0.474 -1.390 0.066 0.100 -0.028 0.4591
C 2.593 -0.026 -2.643 -0.153 0.115 -0.015 -1.0890
C 3.866 -0.845 -2.396 -0.169 -0.013 0.038 -0.1899
F 3.816 -2.006 -3.154 -0.004 0.037 -0.047 -0.3530
C 1.277 -0.425 -0.557 -0.023 0.068 0.112 -0.1253
C 1.237 -1.876 -0.875 -0.144 -0.298 0.034 0.5470
C 2.128 -2.781 -0.311 0.069 0.054 -0.011 -0.0549
C 2.026 -4.124 -0.644 -0.159 0.055 -0.036 -1.1024
N 1.105 -4.604 -1.480 0.191 0.180 0.014 -0.5966
C 0.270 -3.726 -2.025 -0.290 0.168 -0.185 -1.1479
C 0.281 -2.359 -1.762 0.253 -0.114 0.169 -0.0536
H 2.386 -3.413 3.492 0.026 -0.089 0.107 0.3017
H 3.947 -3.037 4.240 0.023 -0.048 0.023 0.3260
H 3.786 -3.123 2.490 0.070 -0.070 0.016 0.2515
H 3.321 -0.814 4.244 -0.092 0.117 0.018 0.5455
H 3.416 -0.836 2.498 -0.012 0.063 -0.009 0.1413
H 1.242 0.013 3.247 -0.127 0.014 0.009 0.0274
H 0.959 -1.487 4.169 -0.150 0.087 -0.013 0.4248
H -0.622 -1.680 0.809 0.106 0.007 -0.130 0.6334
H -0.720 -0.477 2.103 -0.036 0.180 -0.123 0.9282
H -1.195 3.299 1.084 0.202 -0.076 -0.097 0.4924
H -1.841 2.649 2.583 0.120 -0.013 0.063 0.4652
H -1.908 0.958 0.076 0.057 -0.098 0.048 -0.2025
H -4.327 2.114 -0.098 -0.007 -0.044 -0.063 0.3239
H -2.871 2.862 -0.811 -0.128 0.039 -0.073 0.4258
H -3.495 3.421 0.735 -0.191 -0.024 0.034 0.4974
H -2.585 0.164 2.530 0.184 0.038 -0.062 0.6206
H -3.862 1.332 2.358 -0.007 -0.082 0.094 0.1566
H -5.174 -0.117 1.265 -0.038 0.002 -0.092 0.4037
H -4.288 -1.688 -0.620 -0.323 0.085 -0.048 0.5408
H -4.109 0.052 -1.001 -0.146 -0.005 -0.002 0.2572
H -2.763 -0.903 -0.416 0.012 -0.037 -0.085 -0.0242
H -4.181 -1.645 2.990 0.076 -0.031 0.058 0.4085
H -4.695 -2.470 1.503 0.014 -0.139 0.208 0.4335
H -2.984 -2.184 1.777 0.086 0.064 0.105 0.1957
H 1.589 5.392 2.000 0.017 0.025 0.151 0.3723
H 0.566 4.086 2.613 0.070 0.010 0.161 0.2440
H 2.297 3.817 2.418 -0.010 -0.027 0.119 0.3068
H 0.767 5.586 -0.221 -0.064 0.262 -0.116 0.2993
H 3.951 3.028 -0.723 0.218 -0.129 -0.065 0.5100
H 1.880 -0.663 -3.166 0.110 -0.078 -0.062 0.3316
H 2.787 0.813 -3.307 0.032 -0.016 -0.048 0.7203
H 4.758 -0.290 -2.677 0.071 -0.081 0.033 0.3137
H 3.940 -1.145 -1.351 0.124 0.035 0.001 0.1918
H 2.888 -2.453 0.383 -0.015 -0.010 0.044 0.5490
H 2.705 -4.844 -0.204 0.031 -0.026 -0.018 0.4723
H -0.464 -4.107 -2.724 -0.083 -0.092 -0.029 0.7420
H -0.442 -1.705 -2.234 -0.014 -0.011 -0.021 0.6652
O -6.064 2.487 1.769 -0.112 -0.017 0.035 -0.5579
H -6.680 2.358 2.498 0.019 0.007 0.024 0.2743
H -6.627 2.719 1.023 0.011 0.023 -0.008 0.2902
O -5.226 -3.993 -0.515 0.118 -0.131 -0.050 -0.5995
H -5.392 -4.437 -1.354 -0.083 0.079 -0.030 0.2830
H -4.682 -4.622 -0.029 -0.027 0.025 0.068 0.3057
O -0.132 7.525 -0.013 0.331 -0.256 -0.089 -0.6392
H 0.674 7.853 -0.430 -0.052 0.214 0.042 0.3230
H -0.843 7.897 -0.545 -0.058 -0.066 0.021 0.3086
O 6.044 1.564 -1.541 -0.107 0.003 0.002 -0.6106
H 6.896 1.976 -1.722 0.056 -0.069 0.046 0.3098
H 5.443 1.973 -2.172 0.095 0.126 -0.046 0.3055
O 1.568 -4.981 -5.282 -0.204 0.063 0.002 -0.6219
H 1.259 -5.203 -4.396 0.097 -0.031 0.031 0.3442
H 1.735 -4.034 -5.253 0.114 -0.017 0.029 0.2992
O -1.847 -4.082 -4.820 0.098 0.004 0.067 -0.6404
H -1.855 -5.008 -5.086 -0.022 -0.006 -0.004 0.3198
H -1.269 -3.664 -5.466 -0.006 -0.030 -0.037 0.3201
```
Positions in Å, forces in eV/Å.

Results
Total charge   +1
E_LUMO   -3.7 eV
Spin multiplicity   1
HOMO-LUMO gap   8.8 eV

***

| no. | calculated total energy (eV) |
| --- | --- |
| 1 | -58419.7130 |
| 2 | -55612.5281 |